1.
DFT (the ωB97M-V functional and the def2-TZVPD basis) results for 2 unconnected molecules or ions with the total composition C3H4NOS.

Each line ends with the natural charge from an NBO analysis.
Geometry (Å):
1 C 1.731 -0.155 0.365  -0.0030
2 C 3.766 -0.498 0.125  0.3546
3 C -0.473 -0.037 -0.410  -0.4310
4 N 0.908 -0.436 -0.531  -0.5112
5 O 4.054 -1.657 0.071  -0.6278
6 S 4.485 0.958 0.115  -0.3875
7 H 1.490 0.416 1.283  0.0950
8 H -0.687 0.542 0.506  0.1500
9 H -1.101 -0.933 -0.416  0.1792
10 H -0.743 0.569 -1.280  0.1817

Results
* charge: -1
* E_HOMO: -2.981 eV
* strongest force on any atom: 3.42 eV/Å
* DFT total energy: -17548.158 eV
* M: 102.138 g mol⁻¹

=====

2.
DFT (the ωB97M-V functional and the def2-TZVPD basis) results for a gas-phase ion, C3H4NOS2 (charge -1).

Each line ends with the natural charge from an NBO analysis.
Geometry (Å):
1 C 0.521 -0.359 -0.999  0.2249
2 C -1.669 -0.532 -0.129  0.0719
3 C 1.657 -0.519 -0.026  -0.7088
4 N -0.563 -0.855 -0.488  -0.5596
5 O -0.104 1.661 -0.680  -0.9937
6 S -3.206 -1.097 0.213  -0.3245
7 S -1.397 1.559 0.067  0.7057
8 H 1.586 0.483 0.493  0.2081
9 H 1.537 -1.471 0.694  0.1825
10 H 2.622 -0.527 -0.453  0.1903
11 H -0.985 1.658 1.307  0.0033

Results
* charge: -1
* E_HOMO (spin up / spin down): -0.632 / -3.798 eV
* strongest force on any atom: 3.23 eV/Å
* DFT total energy: -28378.944 eV
* M: 134.205 g mol⁻¹
* multiplicity: 3

=====

3.
DFT (the ωB97M-V functional and the def2-TZVPD basis) results for a single C3H4NP molecule.

Each line ends with the natural charge from an NBO analysis.
Geometry (Å):
1 H -0.273 2.478 -0.392  -0.0398
2 P 1.115 1.847 -0.098  0.5293
3 C 0.634 0.249 0.028  -0.5318
4 C -1.093 -0.465 0.008  -0.5661
5 C 1.551 -0.862 0.064  0.2077
6 N 2.201 -1.802 0.255  -0.2898
7 H -1.645 0.013 0.818  0.2140
8 H -1.452 0.056 -0.960  0.2411
9 H -1.038 -1.515 0.277  0.2354

Results
* SMILES string: [H]/P=C(\C)C#N
* E_HOMO: -9.934 eV
* strongest force on any atom: 4.58 eV/Å
* DFT total energy: -13951.576 eV
* M: 85.046 g mol⁻¹